# C28H72F4HgN6O20S4

A structure of composition C28H72F4HgN6O20S4 in a non-equilibrium geometry (the ωB97M-V functional and the def2-TZVPD basis, OMol25).

Each line ends with the Mulliken charge.
Element x y z (Å)
Hg (-1.84163, 0.62698, 0.13179)  4.74
N (-0.57476, -0.79399, -0.83827)  -0.48
S (-0.54706, -2.02798, -1.67598)  0.30
O (0.36425, -3.03237, -1.26583)  -0.40
O (-0.90260, -1.79571, -3.09710)  -0.68
F (-1.93044, -2.54762, -1.07127)  -0.32
S (0.99040, -0.31473, -1.41902)  0.20
O (1.08386, 0.12958, -2.82241)  -0.36
O (2.09514, -1.09560, -0.86986)  -0.42
F (1.08078, 1.14463, -0.64167)  -0.13
N (-0.99100, 2.19740, 1.38348)  -0.55
S (0.28315, 1.73166, 2.50635)  0.97
O (-0.00072, 1.45001, 3.91622)  -0.49
O (1.54144, 2.35537, 2.12998)  -0.85
F (0.46117, 0.27533, 1.88924)  -0.29
S (-1.17364, 3.60290, 1.98505)  0.96
O (-0.24715, 4.63438, 1.57647)  -0.61
O (-1.76870, 3.64811, 3.28309)  -0.65
F (-2.42211, 3.94544, 1.04103)  -0.35
C (4.49468, -4.12198, -0.25325)  0.12
C (3.74238, -4.19975, -1.55511)  -0.14
O (4.53755, -4.46297, -2.69372)  -0.54
O (4.99230, -5.36294, 0.20239)  -0.54
H (3.87234, -3.73035, 0.55137)  -0.14
H (5.25322, -3.36432, -0.44986)  0.30
H (3.25041, -3.23609, -1.68709)  0.03
H (2.91329, -4.90377, -1.48381)  0.34
H (4.86568, -5.35855, -2.58478)  0.34
H (5.24976, -5.27428, 1.12296)  0.32
C (-2.83290, -2.56988, 3.37764)  0.28
C (-3.20542, -2.31153, 1.92859)  -0.89
O (-2.18006, -1.52947, 1.34140)  0.29
O (-3.98997, -2.82992, 4.17115)  -0.66
H (-2.27971, -1.74219, 3.82148)  -0.08
H (-2.26611, -3.49944, 3.32500)  0.25
H (-4.09201, -1.67897, 1.88471)  0.08
H (-3.40978, -3.25631, 1.42487)  0.37
H (-1.47728, -2.17409, 1.23110)  -0.40
H (-3.72732, -2.71767, 5.08768)  0.28
C (-2.05244, -2.73877, 7.27659)  -0.93
O (-1.44518, -2.43939, 5.97642)  -0.19
C (-0.06882, -2.18472, 6.06991)  -1.22
C (0.61710, -2.24806, 4.66562)  0.62
N (0.73038, -3.63776, 4.22153)  -0.33
C (1.60592, -3.70511, 3.07901)  -1.73
C (1.01360, -3.08249, 1.78848)  0.89
O (-0.35421, -3.51011, 1.59966)  0.49
C (-0.59694, -4.83999, 1.20495)  -1.15
H (-3.13351, -2.86562, 7.33403)  0.31
H (-1.76606, -2.04850, 8.07007)  0.33
H (-1.64879, -3.70280, 7.58615)  0.35
H (0.47361, -2.90379, 6.68376)  0.39
H (0.07234, -1.14815, 6.37601)  0.45
H (1.56961, -1.71974, 4.62448)  0.57
H (-0.09970, -1.77795, 3.99235)  -0.56
H (-0.17302, -3.88885, 3.84612)  0.37
H (1.73334, -4.72892, 2.72735)  0.49
H (2.62250, -3.42538, 3.35544)  0.51
H (1.62661, -3.33123, 0.92219)  -0.21
H (1.05718, -1.99867, 1.89583)  -0.54
H (-0.06237, -5.10950, 0.29407)  0.13
H (-1.65688, -5.08832, 1.15049)  0.31
H (-0.11971, -5.50803, 1.92193)  0.42
C (2.79987, 3.13517, -2.76383)  -0.34
O (2.80495, 4.21776, -1.88643)  -0.40
C (3.25698, 3.86878, -0.53065)  -0.10
C (2.75163, 4.95381, 0.38482)  -0.64
N (3.06486, 4.73442, 1.85013)  0.25
C (2.84489, 5.83042, 2.76444)  -0.35
C (2.61900, 5.40159, 4.20436)  -0.89
O (1.47761, 4.61446, 4.38455)  -0.12
C (1.29529, 4.06698, 5.71357)  -0.81
H (3.73508, 2.57590, -2.73735)  0.39
H (2.80916, 3.66149, -3.71829)  0.20
H (1.88344, 2.55048, -2.68383)  -0.07
H (4.33764, 3.74536, -0.45960)  0.49
H (2.80289, 2.96351, -0.12769)  -0.11
H (1.69969, 5.20643, 0.25176)  0.27
H (3.25819, 5.88390, 0.12707)  0.53
H (2.44389, 4.02038, 2.20315)  0.35
H (1.95823, 6.30807, 2.34757)  0.41
H (3.72915, 6.46724, 2.73876)  0.45
H (2.54719, 6.26761, 4.86235)  0.49
H (3.53973, 4.87662, 4.45887)  0.41
H (2.09641, 3.33539, 5.81890)  0.36
H (0.33762, 3.54651, 5.70453)  0.14
H (1.35969, 4.80913, 6.50929)  0.38
C (-3.94029, 1.01873, 2.90433)  -0.88
O (-3.68583, 1.13824, 1.50822)  0.03
C (-4.92464, 0.87049, 0.83891)  -0.84
C (-4.71372, 1.16179, -0.63708)  -0.90
N (-3.68906, 0.28945, -1.17243)  -0.49
C (-3.32341, 0.55270, -2.57652)  -0.86
C (-2.69108, 1.92124, -2.80095)  -0.67
O (-1.60543, 2.05986, -1.86695)  0.43
C (-0.98378, 3.32705, -1.92888)  -0.12
H (-3.05036, 0.59819, 3.37258)  0.00
H (-4.69835, 0.28305, 3.17308)  0.54
H (-4.09669, 1.98223, 3.38942)  0.31
H (-5.71951, 1.51770, 1.20960)  0.45
H (-5.23455, -0.15706, 1.02919)  0.54
H (-4.34649, 2.18199, -0.74859)  0.26
H (-5.63746, 0.86156, -1.13172)  0.46
H (-4.10331, -0.62798, -1.25506)  0.16
H (-4.18216, 0.44317, -3.23883)  0.65
H (-2.56493, -0.15143, -2.91856)  -0.13
H (-3.40255, 2.74445, -2.73595)  0.46
H (-2.30008, 1.91954, -3.81841)  0.34
H (-0.57857, 3.52472, -2.92127)  -0.23
H (-0.16036, 3.35588, -1.21526)  -0.34
H (-1.73872, 4.09746, -1.77190)  0.34
C (1.96968, -4.07491, -5.32118)  -0.59
O (1.63702, -3.02396, -6.21725)  -0.36
C (0.23969, -2.72276, -6.43512)  0.26
C (0.05688, -1.65538, -7.53049)  -0.95
N (0.48713, -0.37014, -7.03773)  -0.29
C (-0.23706, 0.18142, -5.86910)  -0.42
C (0.23156, 1.63600, -5.51621)  0.30
O (-0.25234, 2.61435, -6.42217)  -0.47
C (0.06536, 3.91844, -6.02260)  -0.52
H (1.81383, -5.00965, -5.85977)  0.35
H (1.36968, -4.04964, -4.41153)  0.14
H (3.02612, -4.06303, -5.05307)  0.22
H (-0.24833, -2.42221, -5.50797)  -0.10
H (-0.32062, -3.56686, -6.83718)  0.39
H (-0.98261, -1.55782, -7.84362)  0.36
H (0.51048, -1.85659, -8.50099)  0.40
H (1.47425, -0.35286, -6.82465)  0.33
H (-0.17139, -0.46547, -4.99427)  0.16
H (-1.28286, 0.32581, -6.14032)  0.30
H (1.31749, 1.64058, -5.42217)  0.46
H (-0.17656, 1.89431, -4.53906)  -0.46
H (-0.23732, 4.76721, -6.63585)  0.36
H (1.05215, 4.03312, -5.57406)  0.22
H (-0.58026, 4.04804, -5.15399)  0.10

Electronic energy   -138460.3413 eV
F_max   10.03 eV Å⁻¹
Frontier orbital gap (alpha / beta)   6.26 / 2.75 eV
<S²>   0.7539
2S+1   2
Net charge   +1